Molecular formula: C26H40Cl3N4O3RuSi
Method: DFT, the ωB97M-V functional and the def2-TZVPD basis

Output
DFT total energy ... -87742.5784 eV
HOMO energy (spin up / spin down) ... -6.85 / -8.71 eV
Energy relative to the best compared isomer or geometry (same formula, charge and spin) ... 0.0000 eV
Lowest unoccupied orbital energy (spin up / spin down) ... -0.31 / -0.77 eV
<S²> ... 8.760
F_max ... 2.89 eV/A

Geometry as ORCA input:
```
! RIJCOSX wB97M-V def2-TZVPD def2/J DEFGRID3
* xyz 0 6
C -4.24666 -0.28702 1.70046
C -4.28374 -1.63351 1.03922
H -5.06359 0.34108 1.31417
H -3.27971 0.19813 1.53826
H -4.40290 -0.36681 2.78735
C -5.41544 -2.19475 0.58589
C -6.76083 -1.54785 0.59431
H -5.41096 -3.22576 0.22500
H -6.72657 -0.52101 0.20767
H -7.20420 -1.52583 1.59896
H -7.43514 -2.13816 -0.04013
Ru 2.08127 2.23814 1.59734
Cl 3.34919 1.71967 3.33737
Cl 0.21228 1.11331 2.24583
C 3.21742 -0.43924 1.01142
O 2.97630 0.66652 0.44469
N 3.67334 -1.45865 0.28420
C 3.85481 -1.29280 -1.15517
C 3.73751 -2.81547 0.81079
H 3.07107 -0.60602 2.08762
H 4.36586 -0.34630 -1.37371
H 2.88560 -1.31452 -1.69009
H 4.47369 -2.13697 -1.49213
H 4.00350 -2.77469 1.87428
H 4.49489 -3.36488 0.24728
H 2.76792 -3.32900 0.70617
H -0.96116 5.92966 0.17913
H -1.61726 2.86446 -0.22961
C -0.71720 5.71130 -0.87279
C -1.36399 3.32492 -1.19739
N -0.31550 4.32392 -1.06206
H 0.10350 6.36766 -1.17854
C 0.92428 3.96534 -0.70715
O 1.31550 2.77254 -0.57096
H -1.04013 2.53838 -1.88890
H 1.60190 4.80985 -0.51212
H -1.59856 5.90021 -1.49535
H -2.24338 3.83222 -1.59407
O -2.03083 -1.43152 0.28539
C -2.94448 -2.34402 0.90127
C -3.43018 -3.83853 -1.11717
C -3.03755 -3.69915 0.21640
H -3.68735 -2.95182 -1.70391
C -3.53437 -5.12382 -1.67229
H -2.57470 -2.50297 1.92723
C -2.77571 -4.83136 0.99859
H -3.80663 -5.22496 -2.72870
C -3.31156 -6.25668 -0.88233
C -2.93835 -6.11025 0.46234
H -2.47322 -4.67104 2.03769
H -3.42636 -7.25552 -1.31035
H -2.76861 -6.98512 1.10319
Si -0.78411 -1.53817 -0.83257
Cl 0.93920 4.22326 2.02907
C -1.38379 -1.62717 -2.59744
C 0.23877 -3.03636 -0.38836
C 0.10455 0.07703 -0.71328
H -1.81591 -2.60189 -2.85661
H -0.51154 -1.43456 -3.24135
H -2.12757 -0.83716 -2.77004
H -0.58999 0.89957 -0.51792
H 0.74522 0.32792 -1.56643
H 0.73114 0.00460 0.17486
H -0.32415 -3.97625 -0.48408
H 0.58326 -2.95492 0.64972
H 1.10947 -3.10778 -1.05456
N 6.76708 6.68073 2.82636
C 6.23304 5.93640 2.10030
C 5.56872 5.01490 1.20040
C 6.02372 4.84767 -0.11335
C 5.36947 3.93459 -0.92595
C 4.27437 3.23639 -0.41657
N 3.83896 3.39066 0.83929
C 4.44893 4.29314 1.63466
H 6.86511 5.43915 -0.47691
H 5.66832 3.75688 -1.95915
H 3.71782 2.54541 -1.04282
H 4.02689 4.43466 2.62816
*
```


Molecular formula: C2HBr2N2
Method: DFT, the ωB97M-V functional and the def2-TZVPD basis

Output
DFT total energy ... -145144.6329 eV
HOMO energy (spin up / spin down) ... -15.05 / -15.05 eV
Energy relative to the best compared isomer or geometry (same formula, charge and spin) ... 0.8765 eV
Structure (SMILES) ... N#[N+]C=C(Br)Br
Lowest unoccupied orbital energy (spin up / spin down) ... -6.95 / -6.95 eV
F_max ... 7.47 eV/A

Geometry as ORCA input:
```
! RIJCOSX wB97M-V def2-TZVPD def2/J DEFGRID3
* xyz 1 1
N 0.07476 1.28432 2.26077
N -0.18898 0.76561 1.29079
C -0.53979 0.23653 0.16275
C 0.36907 -0.48713 -0.82587
Br -0.32250 -1.21740 -2.31770
Br 2.13979 -0.92827 -0.22675
H -1.53236 0.34633 -0.34399
*
```


Molecular formula: C4H8O3P
Method: DFT, the ωB97M-V functional and the def2-TZVPD basis

Output
DFT total energy ... -19709.2031 eV
HOMO energy ... -3.13 eV
Energy relative to the best compared isomer or geometry (same formula, charge and spin) ... 2.5516 eV
Lowest unoccupied orbital energy ... 3.69 eV
F_max ... 5.01 eV/A

Geometry as ORCA input:
```
! RIJCOSX wB97M-V def2-TZVPD def2/J DEFGRID3
* xyz -1 1
C 0.62910 2.55203 -0.11355
C -0.16302 1.43142 -0.01624
C 0.05038 0.39531 -1.24213
C -0.04682 -1.44112 1.44764
O -2.10663 -1.79680 -0.46803
O 0.12266 -2.98065 -0.85807
O -0.98860 1.11658 0.84267
P -0.69509 -1.99304 -0.19347
H 0.73446 3.14535 0.84419
H 1.44987 2.55430 -0.79312
H -0.46286 0.76728 -2.13331
H 1.18310 0.50130 -1.49838
H -0.15299 -0.61512 -1.00530
H -0.20404 -0.33715 1.44299
H -0.39306 -1.89864 2.40446
H 1.04354 -1.40104 1.33966
*
```


Molecular formula: C35H79N2O7
Method: DFT, the ωB97M-V functional and the def2-TZVPD basis

Output
DFT total energy ... -54869.7749 eV
HOMO energy ... -10.76 eV
Lowest unoccupied orbital energy ... -5.49 eV
F_max ... 6.22 eV/A

Geometry as ORCA input:
```
! RIJCOSX wB97M-V def2-TZVPD def2/J DEFGRID3
* xyz 1 1
C -7.79458 3.86781 3.61487
C -6.42880 3.03476 3.24141
C -5.67618 2.64363 4.64603
C -5.47091 3.74616 2.11622
C -4.51193 4.95043 2.68132
C -4.24879 5.97621 1.39947
C -3.08138 4.46108 3.31553
O -1.89043 4.89662 2.51378
C -0.99686 3.72176 2.56981
C -0.89270 2.60085 1.32583
C 0.15077 1.41714 1.75158
N 0.95464 1.18387 2.96589
N 0.88926 2.11569 3.94915
C -0.00729 3.29563 3.79544
H -7.59072 4.69581 4.42228
H -8.56507 3.10046 4.10077
H -8.28715 4.32641 2.65761
H -6.79465 2.00481 2.76122
H -6.45080 2.00535 5.29169
H -4.77460 1.93717 4.39660
H -5.36563 3.58876 5.26405
H -6.20295 4.20214 1.29311
H -4.80089 2.92117 1.62426
H -5.09012 5.55796 3.49953
H -3.81453 7.01296 1.73427
H -5.30189 6.14532 0.86655
H -3.57982 5.43065 0.57639
H -3.02207 3.27434 3.40008
H -2.97955 4.89295 4.40733
H -1.49937 2.68873 0.32942
H 0.25975 0.56071 0.92336
H 1.45039 1.97304 4.84063
H -0.00399 4.05388 4.71895
C -0.28652 -2.96199 -0.30751
C -1.37209 -2.00147 -0.76477
O -0.88319 -0.93639 -1.57597
C -0.24150 -1.30914 -2.79342
C -1.14099 -2.09063 -3.73613
H 0.49208 -2.42410 0.24845
H -0.70974 -3.73748 0.33902
H 0.19993 -3.45846 -1.14956
H -1.82672 -1.54064 0.11799
H -2.17634 -2.53281 -1.28254
H 0.68103 -1.85912 -2.58035
H 0.06214 -0.37842 -3.28682
H -1.47007 -3.03606 -3.29821
H -0.61193 -2.31760 -4.66620
H -2.03908 -1.51134 -3.97598
C -5.31383 10.50523 5.18354
C -6.21454 9.59794 4.36153
O -5.89255 8.21499 4.48497
C -5.97522 7.65880 5.79520
C -7.36236 7.75735 6.40727
H -4.26325 10.36116 4.90037
H -5.58120 11.55490 5.02486
H -5.39325 10.29862 6.25273
H -6.09838 9.85417 3.30362
H -7.26854 9.76400 4.60390
H -5.22228 8.11466 6.44652
H -5.70413 6.60036 5.70538
H -7.68372 8.79466 6.52821
H -7.37783 7.28397 7.39323
H -8.09899 7.25942 5.76764
C 3.47418 0.13903 -5.12473
C 3.37991 -1.37261 -5.25203
O 2.23061 -1.81137 -5.97180
C 2.11620 -1.36131 -7.31985
C 3.27523 -1.79385 -8.20193
H 2.57727 0.53924 -4.63478
H 4.35296 0.41897 -4.53493
H 3.55693 0.62597 -6.09849
H 3.30610 -1.80475 -4.24898
H 4.28785 -1.78810 -5.69950
H 1.98448 -0.27458 -7.34464
H 1.19031 -1.79263 -7.71805
H 4.22777 -1.38553 -7.85572
H 3.11838 -1.45468 -9.22995
H 3.36853 -2.88517 -8.20313
C 3.35380 -5.52862 -0.78082
C 1.93040 -6.02268 -0.58092
O 1.82274 -7.44333 -0.54038
C 2.54755 -8.10530 0.49370
C 2.13367 -7.67690 1.89144
H 3.77635 -5.94080 -1.70614
H 3.37438 -4.43565 -0.83984
H 4.00929 -5.83094 0.03838
H 1.32068 -5.68555 -1.42526
H 1.48282 -5.58369 0.31586
H 3.62414 -7.97468 0.34257
H 2.34881 -9.17746 0.38047
H 2.31667 -6.61371 2.06478
H 2.69290 -8.24080 2.64359
H 1.06363 -7.85362 2.04460
C 2.53723 5.33944 -7.80123
C 3.00313 4.08869 -7.07410
O 3.74514 3.19484 -7.89988
C 4.94632 3.70819 -8.47131
C 5.96176 4.16281 -7.43656
H 1.92366 5.07127 -8.67086
H 1.94429 5.97184 -7.13266
H 3.37615 5.93498 -8.16690
H 2.12363 3.53768 -6.72600
H 3.57949 4.34404 -6.17976
H 4.71431 4.51216 -9.17754
H 5.38538 2.89627 -9.06282
H 5.57985 4.97976 -6.81959
H 6.87516 4.51131 -7.92717
H 6.21813 3.33739 -6.76379
C 5.80392 -11.97458 5.47097
C 4.71836 -11.01406 5.01371
O 5.20726 -9.94898 4.20251
C 5.84894 -10.32172 2.98506
C 4.94946 -11.10321 2.04235
H 6.58253 -11.43669 6.02694
H 5.38071 -12.75006 6.11750
H 6.29037 -12.47104 4.62892
H 4.26373 -10.55322 5.89647
H 3.91410 -11.54540 4.49594
H 6.77148 -10.87171 3.19813
H 6.15258 -9.39101 2.49167
H 4.62037 -12.04864 2.48028
H 5.47852 -11.33019 1.11228
H 4.05136 -10.52393 1.80250
*
```


Molecular formula: C10H16
Method: DFT, the ωB97M-V functional and the def2-TZVPD basis

Output
DFT total energy ... -10627.3731 eV
HOMO energy ... -8.87 eV
Energy relative to the best compared isomer or geometry (same formula, charge and spin) ... 2.3705 eV
Structure (SMILES) ... CCc1ccccc1.CC
Lowest unoccupied orbital energy ... 0.98 eV
F_max ... 3.62 eV/A

Geometry as ORCA input:
```
! RIJCOSX wB97M-V def2-TZVPD def2/J DEFGRID3
* xyz 0 1
C 2.71778 0.06062 -1.64662
C 1.38382 -0.72522 -1.39353
C 0.15815 0.10931 -1.16479
C -1.11634 -0.43963 -1.26690
C -2.18291 0.44869 -1.42764
C -2.13513 1.77647 -0.98148
C -0.85201 2.32144 -0.79724
C 0.23257 1.42392 -0.79415
H 2.99116 0.10481 -2.71425
H 3.67546 -0.46257 -1.45550
H 2.80517 0.99298 -1.05362
H 1.25809 -1.48436 -2.19391
H 1.75460 -1.24419 -0.41459
H -1.31880 -1.43904 -1.31724
H -3.18132 0.05209 -1.79317
H -3.13331 2.29128 -0.99263
H -0.62985 3.37216 -0.81890
H 1.20580 1.77473 -0.63726
C -0.10841 -1.76267 2.66641
C -0.75408 -0.50894 3.03101
H 0.79352 -1.80249 3.16824
H -0.70100 -2.65473 3.02054
H -0.06544 -1.72363 1.62045
H -1.73886 -0.62194 3.31682
H -0.79796 0.16832 2.10617
H -0.26070 -0.02740 3.93377
*
```